Density functional theory data (ωB97M-V/def2-TZVPD) for a molecular structure, C36H35FN11O4ReS in a non-equilibrium geometry.

Computed properties:
**Spin multiplicity**: 4
**LUMO (spin up / spin down)**: -0.12162 / -0.15989 Ha
**Gap between HOMO and LUMO (spin up / spin down)**: 6.714 / 5.620 eV
**⟨S²⟩**: 3.772
**Energy relative to the best compared isomer or geometry (same formula, charge and spin)**: 66.1 kJ/mol
**Total charge**: +1

Each line ends with the Löwdin spin population.
Element x y z (Å)
Re -0.4279 -0.5290 0.0744  2.333
C -5.9868 -0.7922 4.1601  0.000
C -5.3612 0.1471 3.1366  0.000
N -3.9041 0.1965 3.1694  0.003
C -3.0579 -0.7127 2.6502  0.002
S -3.6177 -2.1316 1.8668  0.019
N -1.7797 -0.4235 2.8608  0.017
N -0.8043 -0.9670 2.1538  0.004
C 0.2529 -1.3530 2.8169  0.024
C 0.2902 -1.3125 4.3021  0.004
C 1.3721 -1.8138 2.0056  0.011
C 2.4593 -2.5059 2.5157  0.000
C 3.4574 -2.9367 1.6600  0.013
C 3.3706 -2.6425 0.3040  0.000
C 2.2695 -1.9514 -0.1471  0.012
N 1.2813 -1.5675 0.6760  -0.001
H -7.0736 -0.6837 4.1271  0.000
H -5.6466 -0.5512 5.1694  0.000
H -5.7366 -1.8267 3.9416  0.000
H -5.7036 1.1637 3.3254  0.000
H -5.6812 -0.1370 2.1340  0.000
H -3.4682 1.0131 3.5684  0.000
H -0.2238 -0.4134 4.6402  0.001
H 1.3119 -1.3092 4.6801  0.000
H -0.2448 -2.1663 4.7280  0.002
H 2.5230 -2.7061 3.5756  0.000
H 4.3062 -3.4837 2.0496  0.001
H 4.1442 -2.9322 -0.3943  0.000
H 2.1577 -1.6850 -1.1910  -0.001
C 1.0918 5.5753 -2.3526  0.002
C 0.8266 4.0961 -2.2506  0.010
C 1.7774 3.1554 -2.6387  -0.001
C 1.5352 1.8033 -2.5017  0.012
C 0.3271 1.3393 -1.9950  0.019
N 0.0565 -0.0540 -1.8505  0.159
C 0.0567 -0.8216 -3.0192  0.002
C 0.0802 -0.2161 -4.2878  0.027
C 0.1835 -0.9444 -5.4528  -0.006
C 0.2465 -2.3348 -5.4266  0.029
C 0.4131 -3.1497 -6.6835  0.005
C 0.1043 -2.9447 -4.1955  -0.006
C -0.0089 -2.2198 -3.0118  0.028
N -0.2345 -2.9507 -1.8083  0.010
C -0.0360 -4.2716 -1.6369  0.029
C -0.5751 -4.6439 -0.4278  0.010
C -1.1009 -3.4757 0.1069  0.031
N -0.8980 -2.4451 -0.7277  0.019
C -0.6306 2.2763 -1.6205  0.014
C -0.3762 3.6352 -1.7355  -0.002
N -1.8998 1.8522 -1.1345  0.007
C -3.0742 2.4832 -1.2957  0.016
C -4.0610 1.7038 -0.7388  0.005
C -3.4034 0.5833 -0.2377  0.016
N -2.0917 0.6776 -0.4722  0.018
H 2.0179 5.7727 -2.8901  0.000
H 1.1716 6.0250 -1.3601  0.001
H 0.2774 6.0830 -2.8716  0.000
H 2.7277 3.4862 -3.0433  0.000
H 2.2931 1.0809 -2.7801  0.000
H 0.0154 0.8606 -4.3452  0.001
H 0.1941 -0.4252 -6.4045  -0.001
H 0.7666 -2.5269 -7.5038  0.000
H -0.5317 -3.6048 -6.9879  0.002
H 1.1353 -3.9533 -6.5344  0.001
H 0.0446 -4.0260 -4.1713  -0.001
H 0.4735 -4.8710 -2.3717  0.001
H -0.5870 -5.6305 0.0061  0.000
H -1.6402 -3.3140 1.0335  0.001
H -1.1203 4.3427 -1.3876  0.000
H -3.1400 3.4236 -1.8165  0.001
H -5.1164 1.9143 -0.7003  0.000
H -3.8044 -0.3068 0.2320  0.001
F 3.7960 1.3182 5.2157  0.000
C 3.7080 1.5022 3.8999  0.000
C 2.7744 2.2994 3.3801  0.000
N 2.6543 2.5226 2.0211  0.001
C 1.4610 3.1998 1.5228  -0.001
C 0.2656 2.2846 1.2529  0.011
O -0.8528 2.7195 1.4141  0.018
O 0.5877 1.0614 0.9007  0.066
C 3.5096 1.9175 1.1194  0.000
O 3.4416 2.0687 -0.0830  0.000
N 4.4784 1.1245 1.7074  0.000
C 4.6535 0.7953 3.0533  0.000
O 5.4972 0.0063 3.4087  0.000
H 2.0686 2.8131 4.0187  0.000
H 1.7093 3.6917 0.5835  0.000
H 1.1484 3.9382 2.2533  0.000
H 5.1352 0.7112 1.0641  0.000


Density functional theory data (ωB97M-V/def2-TZVPD) for 2 unconnected molecules or ions with the total composition C3H9NO2S2 in a non-equilibrium geometry.

Computed properties:
**SMILES string**: NC(=O)CCSS.O
**LUMO**: 0.01651 Ha
**Gap between HOMO and LUMO**: 9.363 eV
**Energy relative to the best compared isomer or geometry (same formula, charge and spin)**: 136.0 kJ/mol
**Total charge**: 0

Each line ends with the Mulliken charge.
Element x y z (Å)
N 0.2552 -1.8135 0.0760  -0.308
C 0.2372 -1.1712 -1.1542  0.402
O 0.2686 -1.8815 -2.1356  -0.607
C 0.4060 0.3744 -1.1455  -0.598
C -0.8878 0.9390 -0.7142  -0.515
S -1.0174 2.8116 -0.7763  -0.043
S 0.5089 3.8759 -0.1895  -0.221
H 0.6041 -1.2966 0.8572  0.222
H 0.2843 -2.8220 0.0619  0.220
H 1.2851 0.7957 -0.6306  0.392
H 0.8770 0.6719 -2.1585  0.314
H -1.0245 0.8229 0.4361  0.246
H -1.8398 0.6958 -1.1704  0.352
H 1.0953 4.4471 -1.2311  0.144
O -0.0599 -2.0550 3.0596  -0.621
H -0.4702 -1.4945 3.7270  0.311
H -0.5220 -2.8998 3.0880  0.310


Density functional theory data (ωB97M-V/def2-TZVPD) for 6 unconnected molecules or ions with the total composition C37H67NO8PS in a non-equilibrium geometry.

Computed properties:
**LUMO**: 0.07126 Ha
**Gap between HOMO and LUMO**: 6.381 eV
**Total charge**: -1

Each line ends with the Mulliken charge.
Element x y z (Å)
C -6.4868 0.5559 -0.9589  -0.842
C -6.5039 1.2911 -2.2992  -0.551
C -5.5724 0.6778 -3.3372  -0.752
O -4.3990 0.2049 -2.7256  0.145
C -3.7901 -0.8152 -3.4932  -1.982
C -2.3369 -0.9905 -3.0820  2.122
C -2.3300 -1.1760 -1.4998  -0.420
O -1.3983 -0.6691 -0.8569  -0.537
O -3.3006 -1.8292 -1.0688  -0.717
C -1.5449 0.2677 -3.4321  -0.472
C -1.7251 1.4524 -2.7108  -0.148
C -0.9739 2.5899 -2.9788  -1.018
C -0.0173 2.5681 -3.9952  -0.459
C 0.1463 1.4238 -4.7629  -0.936
C -0.6167 0.2828 -4.4758  -0.059
N -1.6862 -2.1669 -3.7548  0.640
C -2.4600 -2.6749 -4.8989  -1.302
C -1.6466 -3.6810 -5.7038  -0.214
C -2.2007 -4.0355 -7.1082  -0.874
S -3.8922 -3.5094 -7.5493  -0.249
P -1.0920 -3.3730 -2.6669  0.302
C -2.2941 -4.7597 -2.5418  -1.273
C 0.4679 -4.0402 -3.3969  -1.092
H -7.1343 -0.3132 -0.9924  0.100
H -6.9110 1.2149 -0.2017  0.306
H -5.4800 0.3042 -0.6470  0.284
H -6.2756 2.3478 -2.1721  0.314
H -7.5192 1.2316 -2.6935  0.303
H -6.1030 -0.1375 -3.8431  0.389
H -5.2922 1.4059 -4.1073  0.313
H -4.3664 -1.7345 -3.3768  0.556
H -3.8600 -0.5301 -4.5509  0.725
H -2.4556 1.4537 -1.9200  0.557
H -1.1055 3.4756 -2.3769  0.329
H 0.6020 3.4350 -4.1860  0.384
H 0.8679 1.3715 -5.5644  0.418
H -0.4457 -0.5897 -5.0879  0.314
H -2.6321 -1.8389 -5.5738  0.812
H -3.3949 -3.1551 -4.6064  0.352
H -1.5007 -4.6092 -5.1593  0.004
H -0.6537 -3.2637 -5.8549  0.198
H -1.5775 -3.5773 -7.8690  0.373
H -2.1575 -5.1080 -7.2666  0.407
H -4.5401 -3.5564 -6.3806  0.118
H -2.2880 -5.4443 -3.3964  0.375
H -1.9818 -5.3289 -1.6710  0.432
H -3.2751 -4.3461 -2.3341  0.280
H 0.3637 -5.0666 -3.7554  0.314
H 0.7461 -3.4079 -4.2380  0.307
H 1.2706 -3.9617 -2.6750  0.406
C 1.6957 1.3821 1.0508  -0.271
C 1.8245 2.6588 1.8719  0.305
C 1.5716 3.7282 0.8186  -0.786
O 0.6823 3.1579 -0.1363  -0.336
C 0.5791 1.7332 0.0790  -0.145
H 1.4683 0.4973 1.6437  0.411
H 2.6255 1.2022 0.5080  0.010
H 1.0411 2.6904 2.6352  0.033
H 2.7901 2.7667 2.3670  -0.030
H 2.5028 4.0031 0.3061  0.304
H 1.1248 4.6356 1.2329  0.268
H -0.4027 1.5160 0.5041  0.095
H 0.6553 1.2120 -0.8727  0.136
C 7.2560 0.4433 2.5776  -0.108
C 6.6998 0.2090 1.1743  -0.802
C 5.2966 0.7884 1.2922  -0.310
O 5.3778 1.8498 2.2504  -0.349
C 6.6344 1.7881 2.9283  -0.499
H 8.3369 0.4496 2.6264  0.190
H 6.8900 -0.3295 3.2583  0.135
H 7.2819 0.7754 0.4432  0.315
H 6.6986 -0.8370 0.8711  0.367
H 4.5864 0.0435 1.6652  0.269
H 4.9193 1.1821 0.3486  0.324
H 7.2590 2.6164 2.5729  0.272
H 6.4700 1.9148 4.0003  0.183
C 10.8495 -2.6590 4.8642  -0.557
C 10.9327 -1.3733 5.6822  -0.558
C 10.7162 -0.3123 4.6119  -0.410
O 9.8665 -0.9014 3.6252  -0.321
C 9.7677 -2.3096 3.8516  -0.466
H 10.6058 -3.5411 5.4542  0.331
H 11.7987 -2.8405 4.3548  0.247
H 10.1213 -1.3427 6.4127  0.275
H 11.8744 -1.2496 6.2148  0.336
H 11.6608 -0.0311 4.1336  0.277
H 10.2427 0.5910 4.9995  0.256
H 8.7694 -2.5274 4.2466  0.269
H 9.8859 -2.8346 2.9034  0.319
C -11.8419 -0.6434 -0.2004  -0.524
C -11.7294 0.8665 -0.3909  -0.558
C -10.4198 1.1697 0.3258  -0.396
O -9.6032 0.0096 0.1825  -0.313
C -10.3855 -1.0751 -0.3151  -0.467
H -12.4866 -1.1328 -0.9293  0.321
H -12.2246 -0.8673 0.7984  0.260
H -11.6403 1.1026 -1.4538  0.276
H -12.5721 1.4268 0.0125  0.334
H -10.5843 1.3494 1.3945  0.263
H -9.8959 2.0302 -0.0924  0.258
H -10.1064 -1.2540 -1.3595  0.258
H -10.1602 -1.9733 0.2605  0.305
C 2.9694 3.3471 5.4364  -0.081
C 1.8149 3.0407 6.3854  -0.636
C 2.5375 2.3583 7.5389  -0.433
O 3.8468 2.9315 7.5941  -0.412
C 4.0842 3.6992 6.4104  -0.429
H 2.7564 4.1464 4.7288  0.379
H 3.2335 2.4529 4.8680  0.000
H 1.3536 3.9708 6.7263  0.290
H 1.0382 2.4178 5.9451  0.338
H 2.6377 1.2821 7.3616  0.259
H 2.0410 2.5057 8.4990  0.303
H 4.0570 4.7621 6.6771  0.254
H 5.0767 3.4657 6.0228  0.193


Density functional theory data (ωB97M-V/def2-TZVPD) for C4H5NO in the gas phase in a non-equilibrium geometry.

Computed properties:
**SMILES string**: C=C=C(N)C=O
**LUMO**: 0.02365 Ha
**Gap between HOMO and LUMO**: 9.258 eV
**Energy relative to the best compared isomer or geometry (same formula, charge and spin)**: 279.4 kJ/mol
**Total charge**: 0

Each line ends with the Mulliken charge.
Element x y z (Å)
C 1.0100 -1.2068 -1.1690  -0.565
C 0.5133 -0.0695 -0.7890  0.134
C -0.2783 0.4476 0.1168  0.261
N -1.0317 1.6148 -0.0024  -0.624
C -0.2937 -0.4113 1.3270  -0.065
O 0.3397 -1.4390 1.4031  -0.463
H 2.0355 -1.5364 -1.2373  0.269
H 0.2517 -1.6363 -1.8007  0.231
H -0.9274 2.2147 0.8023  0.242
H -0.7266 2.0960 -0.8405  0.256
H -0.8925 -0.0739 2.1896  0.324